(1)
The following is a DFT calculation (ωB97M-V/def2-TZVPD) of one molecule with the formula C4H9N.

Values from the calculation:
LUMO, eV: 1.17
Charge: 0
Energy above the lowest of the compared OMol25 structures with the same formula, charge and spin, kJ/mol: 206.35
HOMO, eV: -8.833
Gap between HOMO and LUMO, eV: 10.0

Atoms and positions in Å:
1 C -0.32 -0.50 -1.60
2 C 0.60 0.80 0.20
3 C -0.41 0.39 1.18
4 C -0.21 -0.76 1.89
5 H 0.53 -1.30 -0.98
6 H -1.37 -0.92 -1.13
7 H -0.36 -0.54 -2.78
8 H 0.53 1.35 -1.81
9 H 1.54 0.22 0.15
10 H 1.00 1.79 0.42
11 H -1.30 0.96 1.25
12 H -0.92 -1.14 2.67
13 H 0.75 -1.21 1.71
14 N -0.04 0.85 -1.17

=====

(2)
The following is a DFT calculation (ωB97M-V/def2-TZVPD) of C12H25BaN5O6 as an isolated structure.

Values from the calculation:
LUMO (spin up / spin down), eV: -1.61 / -1.57
Charge: 0
Energy above the lowest of the compared OMol25 structures with the same formula, charge and spin, kJ/mol: 790.19
HOMO (spin up / spin down), eV: -5.672 / -5.942
Gap between HOMO and LUMO (spin up / spin down), eV: 4.1 / 4.4

Atoms and positions in Å:
1 O 0.21 -2.20 -4.94
2 H -0.59 -1.86 -4.49
3 Ba 0.17 -0.01 -0.59
4 N 2.01 -1.44 -1.24
5 N -0.76 -2.19 0.11
6 N 0.82 2.26 -0.66
7 N -1.71 1.22 0.60
8 O 3.03 -0.72 -1.26
9 O 2.04 2.48 -1.45
10 O -2.61 0.50 1.46
11 O -1.89 -2.20 0.68
12 C -0.07 -2.93 -0.70
13 C 1.32 -2.51 -1.31
14 C 0.12 2.95 0.15
15 C -1.16 2.40 0.92
16 C 2.21 -3.34 -2.18
17 H 2.32 -2.77 -3.12
18 H 1.76 -4.31 -2.29
19 H 3.16 -3.32 -1.61
20 C -0.66 -4.26 -0.86
21 H -1.64 -4.09 -1.32
22 H -0.79 -4.61 0.18
23 H 0.00 -4.88 -1.46
24 C 0.55 4.37 0.29
25 C -1.89 3.31 1.83
26 H 1.20 4.51 -0.59
27 H 1.12 4.41 1.22
28 H -0.37 4.95 0.26
29 H -2.45 2.65 2.50
30 H -2.57 3.85 1.15
31 H -1.16 3.95 2.34
32 H 2.07 1.68 -2.05
33 H -2.47 -0.47 1.18
34 C -1.70 0.15 -2.23
35 H -1.73 -0.04 -3.32
36 H -1.55 1.19 -1.83
37 H -2.29 -0.45 -1.48
38 O 2.20 0.89 -4.55
39 H 1.93 0.05 -4.98
40 H 1.46 1.10 -3.95
41 C -0.55 -0.36 5.15
42 C 0.57 0.37 4.41
43 C 0.33 0.16 3.02
44 N 0.26 -0.26 1.96
45 H -1.52 0.07 4.89
46 H -0.33 -0.22 6.20
47 H -0.54 -1.42 4.89
48 H 0.57 1.48 4.52
49 H 1.58 -0.06 4.53

=====

(3)
The following is a DFT calculation (ωB97M-V/def2-TZVPD) of one molecule with the formula C4H8O3.

Values from the calculation:
LUMO, eV: 0.91
Charge: 0
Energy above the lowest of the compared OMol25 structures with the same formula, charge and spin, kJ/mol: 489.64
HOMO, eV: -8.397
Gap between HOMO and LUMO, eV: 9.3

Atoms and positions in Å:
1 C -0.13 0.59 -2.43
2 O 0.46 0.97 -1.21
3 C 1.44 1.09 1.25
4 C 0.38 0.34 0.97
5 O -0.35 0.38 -0.19
6 O -0.14 -0.54 1.85
7 C -1.00 -1.58 1.39
8 H -1.09 1.10 -2.58
9 H -0.26 -0.49 -2.48
10 H 0.59 0.92 -3.18
11 H 1.96 0.93 2.18
12 H 1.78 1.85 0.56
13 H -2.03 -1.21 1.30
14 H -0.67 -1.98 0.42
15 H -0.95 -2.36 2.15

=====

(4)
The following is a DFT calculation (ωB97M-V/def2-TZVPD) of one molecule with the formula C5H8N2.

Values from the calculation:
LUMO, eV: -2.20
Charge: 0
Energy above the lowest of the compared OMol25 structures with the same formula, charge and spin, kJ/mol: 667.13
HOMO, eV: -7.710
Gap between HOMO and LUMO, eV: 5.5

Atoms and positions in Å:
1 C 0.54 -1.24 -0.47
2 C 0.91 -1.00 0.96
3 C 0.87 0.23 0.01
4 C -0.39 1.00 0.34
5 N -2.55 0.00 0.07
6 C -1.55 0.64 -0.38
7 N 2.05 0.68 -0.54
8 H -0.43 -1.66 -0.67
9 H -3.20 -0.32 -0.65
10 H 1.34 -1.63 -1.08
11 H 0.18 -1.13 1.76
12 H 1.93 -1.20 1.24
13 H -0.24 1.64 1.20
14 H -1.42 0.80 -1.46
15 H 2.65 1.08 0.19

=====

(5)
The following is a DFT calculation (ωB97M-V/def2-TZVPD) of one molecule with the formula C7H9O3.

Values from the calculation:
LUMO (spin up / spin down), eV: -0.05 / -2.35
Charge: 0
2S+1: 2
Energy above the lowest of the compared OMol25 structures with the same formula, charge and spin, kJ/mol: 0.00
HOMO (spin up / spin down), eV: -10.154 / -10.149
Gap between HOMO and LUMO (spin up / spin down), eV: 10.1 / 7.8

Atoms and positions in Å:
1 C -2.64 -0.93 0.12
2 C -1.35 -0.92 -0.23
3 C -0.43 0.28 -0.40
4 O -0.38 0.78 -1.65
5 O -4.11 0.25 1.64
6 C -3.40 0.23 0.63
7 C 1.01 -0.26 -0.04
8 C 2.05 0.83 0.25
9 C 3.36 0.26 -0.31
10 O 4.22 -0.33 0.30
11 H -3.22 -1.86 0.08
12 H -0.83 -1.88 -0.44
13 H -0.68 1.02 0.42
14 H -3.27 1.18 0.02
15 H 0.98 -0.94 0.83
16 H 1.31 -0.88 -0.90
17 H 1.83 1.78 -0.26
18 H 2.16 0.98 1.33
19 H 3.41 0.43 -1.41

=====

(6)
The following is a DFT calculation (ωB97M-V/def2-TZVPD) of a 2-piece molecular cluster, C18H25NO3 overall.

Values from the calculation:
LUMO, eV: -0.81
Charge: 0
Energy above the lowest of the compared OMol25 structures with the same formula, charge and spin, kJ/mol: 436.02
HOMO, eV: -6.878
Gap between HOMO and LUMO, eV: 6.1

Atoms and positions in Å:
1 C 3.76 -1.68 1.85
2 C 2.86 -0.50 1.63
3 O 1.53 -0.99 1.39
4 C 0.64 0.02 1.17
5 C -0.72 -0.51 0.92
6 C -1.79 0.39 1.34
7 O -1.62 1.58 1.61
8 C -3.20 -0.19 1.44
9 C -3.26 -1.59 2.03
10 C -2.27 -2.50 1.30
11 C -0.84 -1.94 1.30
12 O 1.01 1.18 1.17
13 H 4.79 -1.33 1.96
14 H 3.50 -2.22 2.77
15 H 3.72 -2.38 1.01
16 H 2.86 0.16 2.52
17 H 3.18 0.09 0.76
18 H -3.80 0.49 2.06
19 H -3.65 -0.21 0.43
20 H -3.04 -1.56 3.12
21 H -4.27 -1.99 1.94
22 H -2.28 -3.49 1.77
23 H -2.60 -2.63 0.26
24 H -0.21 -2.59 0.67
25 H -0.45 -2.00 2.33
26 C -1.19 -1.31 -2.95
27 N -0.31 -0.53 -2.10
28 C 1.09 -0.94 -2.07
29 C -0.75 0.60 -1.53
30 C -0.01 1.82 -1.42
31 C 1.25 2.06 -2.05
32 C 2.00 3.20 -1.71
33 C 1.47 4.17 -0.85
34 C 0.15 4.04 -0.40
35 C -0.60 2.92 -0.74
36 H -0.68 -2.24 -3.21
37 H -2.15 -1.53 -2.47
38 H -1.39 -0.76 -3.88
39 H 1.13 -2.04 -2.09
40 H 1.62 -0.57 -2.95
41 H 1.60 -0.59 -1.15
42 H -1.83 0.65 -1.36
43 H 1.60 1.40 -2.84
44 H 3.00 3.31 -2.13
45 H 2.08 5.03 -0.56
46 H -0.30 4.81 0.24
47 H -1.66 2.88 -0.51

=====

(7)
The following is a DFT calculation (ωB97M-V/def2-TZVPD) of C9H12BiCl2EuN4O3 as an isolated structure.

Values from the calculation:
LUMO (spin up / spin down), eV: -16.73 / -16.50
Charge: +4
2S+1: 7
HOMO (spin up / spin down), eV: -20.019 / -22.058
Gap between HOMO and LUMO (spin up / spin down), eV: 3.3 / 5.6

Atoms and positions in Å:
1 Bi -0.20 -1.56 -6.28
2 Eu -0.60 -1.01 -1.28
3 Cl -1.22 0.69 -5.97
4 Cl 1.61 -2.11 -1.89
5 C -1.32 -3.20 0.27
6 C -0.45 -0.22 -8.43
7 C 0.24 -3.43 -8.38
8 O -1.13 -3.77 1.27
9 O -1.16 -0.13 -9.35
10 O 0.40 -4.14 -9.26
11 C 0.35 1.17 0.55
12 N -0.18 -0.12 1.08
13 C -1.38 0.18 1.95
14 N -1.07 1.13 3.05
15 C -0.54 2.40 2.45
16 N 0.70 2.13 1.63
17 C 1.74 1.50 2.51
18 N 1.25 0.20 3.09
19 C 0.84 -0.71 1.99
20 C 0.02 0.53 3.91
21 H -0.42 1.64 -0.09
22 H 1.27 0.94 -0.03
23 H -1.68 -0.77 2.42
24 H -2.17 0.63 1.32
25 H -0.29 3.10 3.26
26 H -1.34 2.91 1.87
27 H 2.72 1.39 1.99
28 H 1.93 2.20 3.34
29 H 0.38 -1.59 2.47
30 H 1.72 -0.96 1.37
31 H 0.31 1.30 4.64
32 H -0.33 -0.32 4.53

=====

(8)
The following is a DFT calculation (ωB97M-V/def2-TZVPD) of a 4-piece molecular cluster, C6H20O4 overall.

Values from the calculation:
LUMO, eV: 0.69
Charge: 0
Energy above the lowest of the compared OMol25 structures with the same formula, charge and spin, kJ/mol: 489.90
HOMO, eV: -9.783
Gap between HOMO and LUMO, eV: 10.5

Atoms and positions in Å:
1 C 42.42 12.40 19.02
2 O 43.62 12.93 18.44
3 H 41.62 13.22 19.08
4 H 42.67 12.01 20.04
5 H 42.18 11.36 18.52
6 H 44.01 13.28 19.26
7 C 43.97 8.51 12.18
8 O 43.04 9.07 13.02
9 H 43.87 8.95 11.12
10 H 43.60 7.51 12.04
11 H 44.92 8.72 12.36
12 H 43.06 10.00 12.98
13 C 44.82 10.33 16.20
14 O 45.39 11.39 17.01
15 H 43.78 10.28 16.73
16 H 45.45 9.27 16.41
17 H 44.53 10.69 15.24
18 H 44.66 11.89 17.29
19 C 43.57 9.19 21.32
20 C 44.93 8.54 20.97
21 C 45.49 9.11 19.66
22 O 45.79 8.79 22.03
23 H 42.92 9.02 20.35
24 H 43.70 10.30 21.56
25 H 42.93 8.84 22.11
26 H 44.68 7.56 21.27
27 H 45.88 10.30 19.85
28 H 44.95 8.91 18.69
29 H 46.37 8.66 19.48
30 H 46.61 8.27 21.88

=====

(9)
The following is a DFT calculation (ωB97M-V/def2-TZVPD) of a 2-piece molecular cluster, CH6NOPS overall.

Values from the calculation:
LUMO, eV: -1.31
Charge: 0
Energy above the lowest of the compared OMol25 structures with the same formula, charge and spin, kJ/mol: 485.13
HOMO, eV: -8.967
Gap between HOMO and LUMO, eV: 7.7

Atoms and positions in Å:
1 C -2.25 -0.04 0.47
2 N 0.50 0.99 -0.56
3 O -1.24 -0.83 -0.10
4 P 3.03 -0.65 0.10
5 S 1.65 1.12 0.34
6 H -2.84 0.47 -0.30
7 H -1.84 0.71 1.15
8 H -2.90 -0.71 1.04
9 H -0.61 -0.23 -0.55
10 H 2.51 -1.02 -1.13
11 H 3.99 0.19 -0.46

=====

(10)
The following is a DFT calculation (ωB97M-V/def2-TZVPD) of one molecule with the formula C4H7FS3.

Values from the calculation:
LUMO, eV: 0.54
Charge: 0
Energy above the lowest of the compared OMol25 structures with the same formula, charge and spin, kJ/mol: 70.30
HOMO, eV: -9.061
Gap between HOMO and LUMO, eV: 9.6

Atoms and positions in Å:
1 C 0.66 0.56 0.75
2 C 0.56 -0.80 0.10
3 C -0.42 0.25 -0.31
4 C -0.31 0.82 -1.68
5 H 1.48 0.19 2.82
6 H 1.50 1.11 0.35
7 H 1.35 -0.89 -0.66
8 H -0.53 -2.83 -0.17
9 H -1.98 -0.07 1.46
10 H -0.85 1.78 -1.71
11 H -0.75 0.13 -2.54
12 F 1.04 0.98 -1.98
13 S 0.37 0.83 2.46
14 S 0.04 -2.30 0.94
15 S -2.17 0.23 0.15

=====

(11)
The following is a DFT calculation (ωB97M-V/def2-TZVPD) of C18H14BrGaN4O2 as an isolated structure.

Values from the calculation:
LUMO, eV: -7.14
Charge: +2
Energy above the lowest of the compared OMol25 structures with the same formula, charge and spin, kJ/mol: 0.00
HOMO, eV: -15.780
Gap between HOMO and LUMO, eV: 8.6

Atoms and positions in Å:
1 Ga 11.07 11.57 4.06
2 O 12.51 15.35 3.84
3 C 12.26 14.16 3.95
4 N 11.07 13.55 4.32
5 C 9.88 14.16 3.96
6 O 9.62 15.35 3.83
7 C 8.78 13.15 3.76
8 C 7.47 13.59 3.51
9 C 6.49 12.63 3.39
10 C 6.81 11.25 3.50
11 C 8.15 10.90 3.59
12 N 9.10 11.84 3.72
13 C 13.34 13.13 3.70
14 C 14.66 13.53 3.51
15 C 15.63 12.55 3.44
16 C 15.27 11.16 3.47
17 C 13.93 10.85 3.54
18 N 13.00 11.82 3.66
19 H 7.37 14.68 3.47
20 H 5.49 12.97 3.17
21 H 6.02 10.49 3.41
22 H 8.51 9.87 3.64
23 H 14.88 14.60 3.44
24 H 16.65 12.84 3.35
25 H 16.02 10.39 3.43
26 H 13.56 9.82 3.55
27 C 11.01 5.89 4.03
28 C 11.06 7.23 4.71
29 C 11.08 7.27 6.13
30 C 11.10 8.47 6.83
31 C 11.06 9.66 6.11
32 Br 11.05 11.37 6.97
33 N 11.07 9.62 4.75
34 C 11.09 8.46 4.05
35 H 11.20 5.13 4.79
36 H 11.76 5.84 3.25
37 H 10.05 5.72 3.52
38 H 11.03 6.37 6.70
39 H 11.20 8.50 7.91
40 H 11.12 8.51 2.97

=====

(12)
The following is a DFT calculation (ωB97M-V/def2-TZVPD) of C44H47GeNS5Ti as an isolated structure.

Values from the calculation:
LUMO (spin up / spin down), eV: 2.24 / 2.23
Charge: -1
2S+1: 2
HOMO (spin up / spin down), eV: -2.194 / -3.317
Gap between HOMO and LUMO (spin up / spin down), eV: 4.4 / 5.5

Atoms and positions in Å:
1 Ti -0.13 -1.58 0.81
2 C 1.81 -3.05 -1.57
3 C 2.94 -2.66 -0.60
4 S 2.41 -2.54 1.13
5 C 3.11 -0.95 1.63
6 C 2.49 -0.53 2.95
7 S 0.66 -0.49 2.97
8 C 0.30 -1.71 4.29
9 C 0.78 -3.08 3.95
10 S -0.82 -3.71 2.22
11 C 0.42 -4.90 1.62
12 C 0.59 -4.99 0.10
13 S 0.21 -3.48 -0.85
14 H 2.13 -3.87 -2.21
15 H 1.56 -2.20 -2.20
16 H 3.34 -1.70 -0.90
17 H 3.75 -3.39 -0.64
18 H 2.87 -0.24 0.84
19 H 4.20 -1.03 1.76
20 H 2.85 0.46 3.22
21 H 2.77 -1.22 3.75
22 H -0.80 -1.67 4.30
23 H 0.63 -1.24 5.22
24 H 0.49 -3.78 4.76
25 H 1.87 -3.13 3.86
26 H 0.18 -5.90 1.99
27 H 1.33 -4.59 2.11
28 H -0.03 -5.78 -0.32
29 H 1.63 -5.24 -0.13
30 C -2.66 5.05 1.71
31 C -1.80 3.81 1.50
32 C -0.93 3.64 2.75
33 C -0.91 4.04 0.27
34 C -2.63 2.55 1.26
35 C -4.00 2.62 1.01
36 C -4.73 1.47 0.73
37 C -4.09 0.25 0.71
38 S -4.78 -1.31 0.36
39 C -3.19 -2.06 0.59
40 N -2.19 -1.16 0.84
41 C -2.71 0.13 0.95
42 C -2.00 1.30 1.22
43 C -3.14 -3.48 0.46
44 C -4.21 -4.11 -0.24
45 C -4.34 -5.47 -0.35
46 C -3.41 -6.31 0.25
47 C -2.34 -5.72 0.93
48 C -2.15 -4.35 1.02
49 H -2.02 5.91 1.92
50 H -3.35 4.93 2.55
51 H -3.25 5.29 0.82
52 H -0.30 4.53 2.89
53 H -0.27 2.77 2.68
54 H -1.55 3.51 3.64
55 H -0.25 4.90 0.43
56 H -1.51 4.22 -0.62
57 H -0.29 3.17 0.07
58 H -4.52 3.56 1.03
59 H -5.80 1.54 0.53
60 H -0.93 1.23 1.35
61 H -4.94 -3.48 -0.74
62 H -5.18 -5.88 -0.90
63 H -3.51 -7.38 0.21
64 H -1.64 -6.38 1.42
65 C 0.52 -0.33 -0.26
66 Ge 1.11 0.99 -1.48
67 C 2.32 0.35 -2.91
68 C 3.70 0.31 -2.74
69 C 4.53 -0.24 -3.71
70 C 3.99 -0.76 -4.88
71 C 2.62 -0.72 -5.07
72 C 1.79 -0.17 -4.10
73 C 2.16 2.39 -0.55
74 C 2.86 3.39 -1.23
75 C 3.55 4.38 -0.54
76 C 3.56 4.38 0.84
77 C 2.88 3.40 1.54
78 C 2.19 2.41 0.84
79 C -0.39 1.85 -2.41
80 C -1.68 1.42 -2.10
81 C -2.80 2.04 -2.66
82 C -2.63 3.10 -3.54
83 C -1.35 3.53 -3.87
84 C -0.24 2.91 -3.30
85 H 4.14 0.72 -1.84
86 H 5.61 -0.26 -3.55
87 H 4.64 -1.19 -5.63
88 H 2.18 -1.12 -5.98
89 H 0.72 -0.14 -4.27
90 H 2.87 3.39 -2.32
91 H 4.09 5.14 -1.10
92 H 4.10 5.16 1.38
93 H 2.87 3.40 2.62
94 H 1.63 1.66 1.39
95 H -1.81 0.59 -1.41
96 H -3.79 1.69 -2.39
97 H -3.50 3.59 -3.97
98 H -1.22 4.35 -4.56
99 H 0.75 3.26 -3.57

=====

Q: Which molar mass values were calculated for the entries above? A: 71.12; 472.69; 104.10; 96.13; 141.15; 303.40; 656.07; 156.22; 111.11; 170.30; 467.96; 870.68, in g/mol.